Here is a molecular structure, C45H51BBrN11S4W in a non-equilibrium geometry from OMol25. Energies are from ωB97M-V/def2-TZVPD.

HOMO (alpha / beta)   -18.4 / -18.4 eV
DFT total energy   -179738.06353 eV
LUMO energy (alpha / beta)   -12.984 / -12.981 eV
Molar mass   1148.80 Da
Net charge   +4
Frontier orbital gap (alpha / beta)   5.4 / 5.4 eV
ΔE to the lowest compared entry with this formula, charge and spin   61.5 kJ/mol

Geometry (Å):
W1 1.22826 1.47103 -0.67843
C1 3.91681 -1.99888 2.50836
C2 2.43279 -2.03731 2.33256
C3 1.61113 -2.85406 3.05742
C4 0.22049 -2.87012 2.81729
N1 -0.32398 -2.02370 1.95944
N2 0.45909 -1.18791 1.28277
B1 -0.21442 -0.18920 0.25839
N3 -1.49899 0.45623 0.93449
N4 -2.59775 -0.29025 0.93473
C5 -3.71373 0.20398 1.43767
C6 -3.72201 1.48044 2.04514
C7 -2.60143 2.26819 2.03031
C8 -2.56574 3.64868 2.59755
C9 -1.47634 1.70429 1.39366
S1 -0.06194 2.64873 1.12968
C10 -4.99970 -0.58513 1.34577
C11 -5.43439 -0.96228 2.77345
C12 -4.83268 -1.83461 0.47918
C13 -6.09364 0.29192 0.70548
N5 -0.78732 -1.00426 -0.93967
N6 -0.70456 -2.31975 -0.97338
C14 -1.32545 -2.97128 -1.93861
C15 -2.14870 -2.26716 -2.84755
C16 -2.21344 -0.89352 -2.83462
C17 -3.02609 -0.10600 -3.80770
C18 -1.41573 -0.26822 -1.86142
S2 -1.11977 1.43880 -1.79381
C19 -1.07977 -4.45299 -2.09521
C20 -0.07730 -4.58597 -3.26241
C21 -2.36916 -5.21038 -2.43473
C22 -0.48104 -5.04922 -0.81955
C23 1.78649 -1.20451 1.39779
S3 2.72578 -0.18671 0.36230
C24 -0.62742 -3.87687 3.55838
C25 -0.56546 -3.58356 5.06583
C26 -0.06938 -5.28483 3.28194
C27 -2.07891 -3.82582 3.09101
H1 4.23982 -2.74809 3.22618
H2 4.42005 -2.18639 1.55767
H3 4.24078 -1.01844 2.86361
H4 2.03616 -3.50680 3.80904
H5 -4.63910 1.86092 2.47508
H6 -3.53750 3.92240 2.99965
H7 -1.82729 3.71606 3.40001
H8 -2.28541 4.38016 1.83651
H9 -4.68092 -1.57194 3.27342
H10 -5.62215 -0.08299 3.39138
H11 -6.35866 -1.53609 2.72253
H12 -3.98512 -2.42001 0.81590
H13 -5.72995 -2.44769 0.54524
H14 -4.67203 -1.56509 -0.56709
H15 -6.31378 1.18375 1.29414
H16 -5.81543 0.59752 -0.30474
H17 -7.01243 -0.28911 0.64252
H18 -2.71902 -2.82001 -3.58301
H19 -3.62789 -0.76301 -4.43006
H20 -3.68758 0.59095 -3.28952
H21 -2.38136 0.48799 -4.46045
H22 -0.51722 -4.23857 -4.19969
H23 0.83738 -4.01982 -3.06835
H24 0.18949 -5.63476 -3.38873
H25 -2.77716 -4.93461 -3.40814
H26 -2.14886 -6.27576 -2.47902
H27 -3.13631 -5.05278 -1.67479
H28 0.43115 -4.53327 -0.51844
H29 -1.21065 -4.98138 -0.01137
H30 -0.24830 -6.10013 -0.98322
H31 0.43708 -3.73122 5.47209
H32 -0.88213 -2.56303 5.28874
H33 -1.22971 -4.26920 5.59016
H34 0.95230 -5.40490 3.64680
H35 -0.68685 -6.01813 3.79842
H36 -0.08260 -5.51487 2.21738
H37 -2.54406 -2.89023 3.39707
H38 -2.12149 -3.91874 2.00606
H39 -2.63810 -4.65030 3.53018
C28 6.52662 3.18549 -2.63878
C29 5.36714 2.24800 -2.76110
C30 5.27830 1.30118 -3.78253
C31 4.17053 0.46643 -3.86777
C32 3.19953 0.63248 -2.91526
Br1 1.59291 -0.38952 -2.87565
N7 3.23247 1.51590 -1.91934
C33 4.31722 2.30440 -1.84941
H40 7.35765 2.87055 -3.26456
H41 6.87125 3.26105 -1.60752
H42 6.23053 4.18760 -2.95779
H43 6.07547 1.20627 -4.50956
H44 4.08118 -0.27852 -4.64661
H45 4.36430 3.00803 -1.03114
S4 3.37928 8.80681 -0.54046
N8 3.66499 7.63084 0.50877
C34 3.12853 6.52859 0.02064
C35 3.13980 5.23082 0.63422
C36 3.77766 4.96380 1.85125
C37 3.72151 3.68747 2.36645
C38 3.05016 2.69984 1.66109
N9 2.45335 2.92348 0.48547
C39 2.46604 4.18814 -0.02365
C40 1.79642 4.40352 -1.28370
N10 1.16402 3.33712 -1.84856
C41 0.66081 3.48672 -3.07879
C42 0.69844 4.68412 -3.78309
C43 1.26816 5.78844 -3.19465
C44 1.84083 5.65187 -1.92222
C45 2.49279 6.73321 -1.23805
N11 2.57277 7.98341 -1.65284
H46 4.29403 5.76880 2.36053
H47 4.18715 3.44090 3.31028
H48 2.98456 1.70074 2.05924
H49 0.20118 2.61965 -3.52925
H50 0.26824 4.73034 -4.77366
H51 1.30450 6.75189 -3.68866

Cartesian forces, eV/Å:
0.082 0.315 1.062
0.042 -0.003 -0.099
0.020 0.085 -0.064
0.052 0.062 -0.104
0.179 0.063 -0.025
-0.438 0.065 0.083
0.616 0.086 0.076
-0.257 -0.462 0.283
-0.070 0.336 0.155
-0.116 -0.292 -0.134
0.033 0.178 0.011
0.147 0.032 -0.097
-0.043 -0.100 -0.005
0.102 0.082 0.034
-0.372 -0.224 0.040
1.247 -1.127 -0.722
-0.259 -0.170 -0.176
0.121 -0.057 -0.028
0.124 0.112 0.186
0.150 0.093 0.111
-0.161 0.236 -0.489
0.213 -0.296 0.287
-0.221 0.180 -0.115
0.003 0.068 0.079
0.049 -0.089 -0.037
0.016 0.142 -0.034
0.001 -0.467 0.126
1.235 0.243 0.503
0.251 -0.229 0.072
-0.121 0.009 0.041
-0.044 0.137 -0.058
-0.066 0.147 -0.035
-0.423 -0.293 0.155
-0.902 1.167 -0.663
-0.427 -0.177 0.029
0.171 0.071 -0.011
0.140 0.103 0.035
0.141 0.082 -0.072
0.016 -0.001 -0.001
0.051 -0.044 0.050
0.012 -0.017 0.021
-0.046 -0.007 -0.009
0.020 -0.022 0.046
0.008 0.028 0.014
-0.041 0.000 0.019
-0.057 0.000 -0.006
0.007 -0.055 -0.007
-0.026 0.012 -0.014
-0.011 0.011 0.028
0.143 -0.248 0.049
-0.017 0.035 -0.036
-0.001 -0.007 -0.020
-0.049 -0.019 -0.040
-0.015 0.022 -0.015
-0.011 0.004 -0.012
0.016 0.013 -0.007
-0.020 0.011 -0.003
-0.028 -0.026 -0.007
-0.005 -0.022 -0.004
0.043 0.005 -0.020
0.019 -0.037 0.017
0.011 0.006 -0.019
-0.006 -0.017 0.012
-0.015 -0.008 0.015
-0.008 -0.031 0.005
0.012 -0.038 0.020
0.062 -0.020 0.110
-0.010 0.001 -0.015
-0.014 0.016 0.018
-0.035 -0.013 0.008
-0.005 -0.004 -0.005
-0.031 -0.045 0.002
0.004 -0.002 0.003
-0.025 -0.037 -0.074
-0.115 0.072 -0.102
-0.167 0.043 -0.061
0.021 0.018 0.043
-0.005 0.147 0.040
-0.141 -0.153 -0.026
-0.046 0.049 0.115
0.023 -0.030 -0.024
-0.167 -0.116 -0.016
0.023 0.291 0.084
-0.377 -0.294 0.162
0.177 0.109 0.077
0.022 -0.009 0.026
0.031 -0.045 -0.012
0.032 -0.017 -0.034
0.002 0.010 -0.006
-0.044 -0.005 0.014
-0.014 -0.028 0.024
0.008 0.038 -0.012
0.200 0.067 0.295
-0.366 0.153 -0.663
-0.108 -0.401 0.070
-0.013 0.021 -0.052
0.013 0.066 -0.075
0.038 -0.041 0.181
-0.259 0.167 -0.517
0.189 0.223 0.250
0.037 0.302 -0.244
-0.287 0.084 -0.328
-0.025 -0.002 -0.171
0.046 0.089 0.067
-0.004 -0.019 0.030
-0.123 -0.386 -0.043
0.316 -0.046 0.670
-0.079 0.177 -0.297
-0.002 -0.019 0.033
-0.002 -0.023 -0.004
-0.015 -0.028 -0.027
0.037 0.005 0.021
-0.001 -0.015 -0.001
-0.017 -0.008 -0.015

---

Here is a single C4H7N3 molecule from OMol25. Energies are from ωB97M-V/def2-TZVPD.

HOMO   -6.7 eV
DFT total energy   -8728.23514 eV
LUMO energy   0.766 eV
Molar mass   97.12 Da
Frontier orbital gap   7.5 eV
ΔE to the lowest compared entry with this formula, charge and spin   332.3 kJ/mol

Geometry (Å):
C1 2.31601 0.19959 0.63032
N1 1.37326 -0.09474 -0.62080
C2 -0.03743 -0.09164 -0.33241
N2 -0.87669 0.42586 -1.20955
N3 -2.07374 0.26746 -0.63038
C3 -2.00232 -0.33666 0.57851
C4 -0.67101 -0.58891 0.81832
H1 1.65684 -1.03607 -0.88072
H2 3.09239 0.82711 0.15465
H3 1.71058 0.91227 1.21137
H4 1.49719 0.49127 -1.45497
H5 -2.89621 0.59832 -1.10999
H6 -2.88767 -0.53821 1.16501
H7 -0.20119 -1.03565 1.68065

Cartesian forces, eV/Å:
-0.101 0.413 -0.200
-0.023 -0.175 -0.157
-0.045 0.002 0.023
0.211 -0.122 0.210
-0.191 -0.012 0.028
0.042 0.011 -0.040
-0.021 -0.009 -0.005
-0.114 0.049 -0.122
-0.026 -0.223 0.166
0.012 -0.005 -0.093
0.041 0.018 0.299
0.155 -0.059 0.093
0.139 0.053 -0.080
-0.079 0.057 -0.121

---

Here is a molecular structure, C22H31Ge2O6Pd from OMol25. Energies are from ωB97M-V/def2-TZVPD.

HOMO (alpha / beta)   0.1 / -1.2 eV
DFT total energy   -152113.88929 eV
LUMO energy (alpha / beta)   4.922 / 4.918 eV
Molar mass   643.12 Da
Net charge   -2
Spin multiplicity   2
Frontier orbital gap (alpha / beta)   4.8 / 6.1 eV
ΔE to the lowest compared entry with this formula, charge and spin   32.2 kJ/mol

Geometry (Å):
Pd1 0.07864 0.23833 -0.12413
O1 -2.70190 1.07022 2.78482
C1 -2.58010 0.58260 1.52734
O2 -2.08362 1.20202 0.62469
C2 -3.16064 -0.82466 1.37654
O3 -2.21359 -1.72708 0.88302
C3 -1.30757 -2.24106 1.86408
C4 -0.66793 -1.19810 2.81067
O4 -0.76046 -1.42703 4.02740
O5 -0.09277 -0.22164 2.25264
H1 -1.98202 1.71256 2.88256
H2 -3.57907 -1.14260 2.33919
H3 -3.95371 -0.75690 0.62813
H4 -1.82297 -2.99049 2.47638
H5 -0.51067 -2.70903 1.28175
C5 1.61148 2.19401 -5.42872
Ge1 1.68677 1.63050 -3.52464
C6 1.55452 3.34917 -2.56070
C7 3.55523 1.07547 -3.29926
Ge2 0.04845 0.09107 -2.50075
C8 0.51559 -1.68569 -3.29842
C9 1.36488 -1.85754 -4.39364
C10 1.67606 -3.11511 -4.89681
C11 1.13542 -4.25301 -4.31290
C12 0.29125 -4.11170 -3.21938
C13 -0.00296 -2.84833 -2.72169
C14 -1.69998 0.45281 -3.48929
C15 -2.78272 -0.39123 -3.20858
C16 -4.05849 -0.15788 -3.70033
C17 -4.31082 0.96063 -4.48831
C18 -3.26360 1.82445 -4.77142
C19 -1.98638 1.56663 -4.28065
H6 2.32896 3.01113 -5.55616
H7 0.62943 2.54523 -5.74421
H8 1.90341 1.37650 -6.09206
H9 2.40519 3.99265 -2.80115
H10 1.53355 3.15041 -1.48719
H11 0.62861 3.86531 -2.82534
H12 4.20688 1.91779 -3.55118
H13 3.80432 0.22692 -3.93916
H14 3.68965 0.77362 -2.26019
H15 1.80241 -0.98557 -4.87036
H16 2.34759 -3.20525 -5.74468
H17 1.38025 -5.23722 -4.69718
H18 -0.12655 -4.98986 -2.73834
H19 -0.63405 -2.76270 -1.84179
H20 -2.62533 -1.25633 -2.56996
H21 -4.86333 -0.84447 -3.45699
H22 -5.30827 1.15803 -4.86590
H23 -3.43742 2.70756 -5.37875
H24 -1.19461 2.26637 -4.52573
C20 3.91791 -1.79998 -1.00685
C21 2.67734 -1.42859 -0.18692
C22 3.00676 -1.46254 1.30980
O6 2.20470 -0.20253 -0.59150
H25 4.32057 -2.78320 -0.73401
H26 4.69484 -1.04525 -0.84214
H27 3.66961 -1.80664 -2.07067
H28 1.93141 -2.23692 -0.37213
H29 3.83475 -0.77199 1.50798
H30 3.30350 -2.46683 1.64098
H31 2.14870 -1.13337 1.89411

Cartesian forces, eV/Å:
0.504 -0.434 0.114
0.105 -0.074 -0.111
0.030 -0.110 -0.014
-0.195 0.147 0.157
-0.049 0.131 0.104
0.051 0.048 -0.071
-0.078 -0.089 0.001
0.207 0.078 -0.008
0.002 -0.055 -0.025
-0.249 0.117 -0.075
-0.078 0.089 -0.015
0.025 -0.047 -0.032
-0.009 -0.039 0.016
-0.010 0.029 -0.027
-0.010 -0.022 0.054
0.083 0.016 -0.180
-0.248 -0.150 0.236
-0.057 -0.003 0.074
0.067 0.007 0.001
-0.212 0.360 -0.274
0.028 -0.080 -0.004
-0.016 0.058 -0.043
0.003 -0.016 0.000
0.005 0.021 0.004
0.006 -0.016 -0.008
-0.001 -0.013 0.076
0.004 -0.057 0.069
0.009 -0.099 -0.006
-0.003 0.015 -0.019
0.007 -0.016 0.011
0.013 0.011 -0.013
0.054 0.052 -0.034
0.000 0.001 -0.071
-0.040 0.015 0.017
0.001 -0.012 -0.010
-0.002 0.043 0.014
0.045 0.014 -0.035
0.003 0.033 -0.005
0.079 -0.026 0.008
0.018 -0.008 -0.024
-0.014 0.035 -0.001
-0.018 0.000 0.005
0.001 -0.008 -0.002
-0.004 -0.006 0.001
-0.002 -0.008 -0.004
0.000 0.032 0.011
0.028 0.012 0.017
-0.007 0.005 -0.002
0.000 -0.003 -0.004
-0.004 0.000 -0.001
0.032 0.005 0.028
0.064 -0.044 -0.028
-0.152 -0.037 -0.068
0.112 -0.012 0.011
-0.053 0.080 0.134
-0.009 -0.013 0.025
0.008 -0.003 -0.009
-0.012 -0.004 0.009
0.003 0.024 0.029
-0.001 0.006 0.012
0.004 0.009 -0.005
-0.067 0.010 -0.012

---

Look up the molar mass of the third one. 643.12 Da

---

The highest molar mass belongs to which entry? C45H51BBrN11S4W

---

Among the records above, which one has the lowest ΔE to the lowest compared entry with this formula, charge and spin? C22H31Ge2O6Pd